C22H24Cl2N2O3 | wB97M-V/def2-TZVPD

Last column: Löwdin charge in e.
CARTESIAN COORDINATES (ANGSTROEM)
C: 2.462 -0.228 -3.070  -0.0363
N: 2.151 0.000 -1.677  -0.0919
C: 3.221 -0.135 -0.707  -0.1197
C: 3.959 1.199 -0.488  -0.1647
O: 4.932 1.108 0.523  -0.0389
C: 4.544 1.126 1.833  -0.2593
C: 3.235 1.249 2.290  -0.0098
C: 2.980 1.268 3.652  -0.0962
C: 4.021 1.165 4.556  -0.6872
Cl: 3.690 1.187 6.255  0.6558
C: 5.329 1.041 4.113  -0.1051
C: 5.584 1.022 2.758  -0.0035
C: 0.974 0.497 -1.225  -0.4282
O: 0.822 0.772 -0.047  0.0542
C: -0.172 0.611 -2.224  -0.2162
C: -0.930 -0.731 -2.202  -0.1091
C: -1.927 -0.738 -1.047  -0.1354
N: -2.960 0.245 -1.298  -0.0348
C: -4.239 0.145 -0.881  -0.4309
O: -5.095 0.952 -1.199  0.0752
C: -4.558 -1.015 0.014  -0.1534
C: -5.526 -1.933 -0.376  -0.0103
C: -5.884 -2.975 0.460  -0.0952
C: -5.281 -3.084 1.703  -0.6735
Cl: -5.723 -4.383 2.755  0.6727
C: -4.334 -2.161 2.119  -0.0938
C: -3.974 -1.130 1.271  -0.0265
C: -2.570 1.401 -2.086  -0.1319
C: -1.116 1.751 -1.806  -0.1130
H: 2.485 0.707 -3.637  0.0971
H: 1.740 -0.904 -3.529  0.0896
H: 3.446 -0.688 -3.138  0.0925
H: 2.780 -0.455 0.240  0.1228
H: 3.925 -0.899 -1.041  0.1299
H: 3.229 1.987 -0.270  0.1284
H: 4.512 1.472 -1.392  0.1321
H: 2.397 1.322 1.615  0.0889
H: 1.965 1.362 4.003  0.1079
H: 6.137 0.961 4.823  0.1050
H: 6.592 0.930 2.388  0.1188
H: 0.212 0.797 -3.227  0.1278
H: -0.232 -1.561 -2.078  0.1222
H: -1.464 -0.877 -3.142  0.1253
H: -2.386 -1.725 -0.944  0.1321
H: -1.388 -0.509 -0.119  0.1244
H: -5.999 -1.825 -1.340  0.1236
H: -6.628 -3.693 0.156  0.1056
H: -3.886 -2.249 3.097  0.1063
H: -3.246 -0.402 1.597  0.1234
H: -2.719 1.201 -3.155  0.1336
H: -3.233 2.223 -1.808  0.1274
H: -0.994 1.927 -0.735  0.1192
H: -0.855 2.669 -2.331  0.1231

Forces on atoms 1 to 2 (eV/Å):
C -0.151 0.070 -0.299
N 0.332 -0.041 0.183

Results
Multiplicity: 1
Energy relative to the best compared isomer or geometry (same formula, charge and spin) (kcal/mol): 2.3
HOMO energy (eV): -8.40
Frontier orbital gap (eV): 8.774

C28H49BN7O2 | wB97M-V/def2-TZVPD

Last column: Löwdin charge in e.
CARTESIAN COORDINATES (ANGSTROEM)
C: -4.184 -8.110 -4.088  0.0245
B: -2.761 -7.622 -4.447  -0.5046
O: -1.731 -8.477 -4.607  0.2056
N: -2.502 -6.128 -4.674  0.2588
C: -1.690 -5.403 -3.955  -0.3637
N: -1.536 -4.076 -4.202  0.2209
N: -0.981 -6.028 -2.928  0.0711
C: 0.499 -6.000 -3.122  -0.1064
C: 1.149 -5.313 -1.925  -0.3665
C: 0.847 -6.038 -0.606  -0.0112
O: 0.577 -4.004 -1.897  -0.1754
C: 1.518 -2.937 -1.784  -0.1390
C: 0.836 -1.663 -1.367  -0.2014
C: -0.540 -1.505 -1.429  -0.0526
C: -1.134 -0.316 -1.023  -0.0773
C: -0.347 0.724 -0.550  -0.0749
C: 1.033 0.579 -0.498  -0.0640
C: 1.619 -0.609 -0.898  -0.0294
H: -4.261 -8.220 -3.001  0.0876
H: -4.973 -7.420 -4.389  0.0707
H: -4.381 -9.084 -4.535  0.0809
H: -0.997 -8.108 -5.110  0.1183
H: -3.010 -5.655 -5.414  0.1701
H: -0.874 -3.664 -3.541  0.0923
H: -2.390 -3.528 -4.207  0.1389
H: -1.237 -5.545 -2.070  0.1371
H: 0.859 -7.017 -3.266  0.1286
H: 0.737 -5.392 -3.999  0.1321
H: 2.229 -5.284 -2.085  0.1530
H: -0.042 -5.594 -0.154  0.0883
H: 0.622 -7.091 -0.779  0.0891
H: 1.666 -5.956 0.104  0.0872
H: 2.261 -3.192 -1.022  0.1372
H: 2.038 -2.801 -2.739  0.1418
H: -1.180 -2.306 -1.779  0.0881
H: -2.212 -0.223 -1.074  0.1027
H: -0.812 1.645 -0.218  0.0921
H: 1.641 1.396 -0.132  0.0649
H: 2.697 -0.720 -0.853  0.1224
C: -0.210 4.763 2.976  -0.1146
C: -0.565 3.286 3.079  -0.2498
C: 0.645 2.412 3.423  -0.1860
C: 1.687 2.524 2.403  -0.2202
N: 2.486 2.630 1.586  0.1540
H: 0.507 4.937 2.176  0.0456
H: -1.093 5.359 2.756  0.0628
H: 0.220 5.132 3.909  0.0841
H: -0.994 2.946 2.131  0.0882
H: -1.325 3.132 3.847  0.1105
H: 0.351 1.365 3.498  0.0805
H: 1.068 2.707 4.384  0.1269
C: 2.101 6.842 0.008  -0.1433
C: 3.242 7.851 -0.037  -0.2596
C: 4.167 7.739 1.181  -0.1936
C: 3.445 7.972 2.432  -0.2447
N: 2.869 8.164 3.404  0.1422
H: 1.455 7.008 0.867  0.0472
H: 1.479 6.919 -0.881  0.0538
H: 2.486 5.821 0.062  0.0723
H: 2.836 8.863 -0.090  0.1110
H: 3.841 7.701 -0.937  0.1052
H: 4.981 8.462 1.120  0.1153
H: 4.610 6.742 1.228  0.1187
C: -3.180 5.006 -2.767  -0.1043
C: -3.232 3.953 -1.667  -0.2624
C: -3.092 4.553 -0.263  -0.1806
C: -1.816 5.248 -0.097  -0.2081
N: -0.812 5.785 0.031  0.2014
H: -2.220 5.523 -2.773  0.0736
H: -3.314 4.546 -3.746  0.0724
H: -3.966 5.751 -2.636  0.0797
H: -2.439 3.218 -1.825  0.0982
H: -4.181 3.416 -1.716  0.1073
H: -3.153 3.773 0.499  0.1114
H: -3.896 5.266 -0.070  0.1246
C: 2.503 -1.425 6.280  -0.1058
C: 1.520 -2.479 5.788  -0.2596
C: 0.601 -1.959 4.675  -0.1909
C: -0.207 -0.827 5.128  -0.2406
N: -0.817 0.075 5.487  0.1633
H: 1.984 -0.571 6.718  0.0725
H: 3.158 -1.839 7.046  0.0747
H: 3.130 -1.059 5.464  0.0771
H: 0.910 -2.832 6.622  0.1129
H: 2.066 -3.343 5.405  0.1066
H: -0.077 -2.743 4.335  0.1151
H: 1.192 -1.631 3.817  0.1170

Forces on atoms 1 to 2 (eV/Å):
C -0.068 0.114 -0.024
B 0.108 -0.252 0.150

Results
Multiplicity: 1
Energy relative to the best compared isomer or geometry (same formula, charge and spin) (kcal/mol): 0.0
Charge: +1
HOMO energy (eV): -11.62
Frontier orbital gap (eV): 8.167

C2H2ClP | wB97M-V/def2-TZVPD

Last column: Löwdin charge in e.
CARTESIAN COORDINATES (ANGSTROEM)
Cl: 3.119 -0.805 0.031  0.5750
C: 1.823 0.336 0.126  -1.1145
P: 1.310 1.884 -0.012  0.8884
C: 0.335 0.339 -0.043  -0.4694
H: 0.016 -0.100 -1.023  0.0680
H: -0.177 0.305 0.962  0.0526

Forces on atoms 1 to 2 (eV/Å):
Cl -0.924 0.648 0.271
C 0.264 0.369 -0.457

Results
Multiplicity: 1
Energy relative to the best compared isomer or geometry (same formula, charge and spin) (kcal/mol): 32.3
HOMO energy (eV): -8.92
Frontier orbital gap (eV): 8.869